Molecular formula: Cl5N2P3
Method: DFT, ωB97M-V/def2-TZVPD

Each line ends with the Löwdin charge.
Element x y z (Å)
N: 0.39 -0.18 0.81  -0.65
N: -1.54 1.42 -0.23  -0.74
P: 1.36 0.91 1.38  0.30
P: -0.62 0.01 -0.51  -0.04
P: 0.71 -0.80 -2.30  -0.06
Cl: -0.50 2.62 0.33  0.41
Cl: 1.63 0.34 3.26  0.18
Cl: -1.93 -1.41 -0.26  0.34
Cl: -0.55 -2.27 -2.81  0.11
Cl: 2.14 -1.76 -1.31  0.15

HOMO-LUMO gap (spin up / spin down): 7.93 / 7.93 eV
Relative energy (zero: lowest compared OMol25 entry of this formula, charge and spin): 15.07 kcal per mole
Highest occupied orbital energy (spin up / spin down): -8.77 / -8.77 eV

=====

Molecular formula: Cl6H22O35Zn
Method: DFT, ωB97M-V/def2-TZVPD

Each line ends with the Löwdin charge.
Element x y z (Å)
Zn: -19.41 -7.36 -10.66  0.61
Cl: -16.17 -5.91 -7.01  0.59
O: -15.67 -4.85 -7.76  -0.33
O: -15.19 -6.28 -6.07  -0.36
O: -17.52 -5.64 -6.53  -0.38
O: -16.32 -7.07 -7.86  -0.39
Cl: -18.37 -2.82 -11.34  0.63
O: -17.63 -3.58 -12.30  -0.37
O: -18.21 -1.37 -11.54  -0.40
O: -19.77 -3.04 -11.61  -0.36
O: -17.94 -3.24 -10.05  -0.34
Cl: -21.76 -8.97 -15.00  0.61
O: -22.36 -8.06 -15.96  -0.39
O: -22.60 -9.11 -13.89  -0.34
O: -21.76 -10.27 -15.63  -0.41
O: -20.40 -8.64 -14.60  -0.37
Cl: -24.39 -5.08 -10.89  0.64
O: -24.14 -6.19 -11.69  -0.35
O: -25.48 -4.26 -11.42  -0.38
O: -24.72 -5.69 -9.64  -0.38
O: -23.13 -4.28 -10.84  -0.38
Cl: -14.73 -9.56 -11.07  0.65
O: -14.18 -8.23 -10.97  -0.37
O: -14.99 -9.82 -12.50  -0.40
O: -13.88 -10.54 -10.44  -0.39
O: -16.00 -9.65 -10.40  -0.39
Cl: -21.62 -12.42 -8.32  0.62
O: -21.16 -13.75 -8.71  -0.38
O: -20.72 -11.39 -8.65  -0.37
O: -22.97 -12.16 -8.91  -0.41
O: -21.72 -12.36 -6.92  -0.38
O: -21.76 -4.09 -8.37  -0.04
H: -22.39 -4.29 -9.06  -0.01
H: -22.28 -3.67 -7.69  0.04
O: -19.77 -6.02 -12.19  -0.01
H: -19.34 -5.17 -12.14  0.02
H: -20.41 -5.92 -12.90  0.07
O: -20.78 -9.68 -5.67  -0.06
H: -20.73 -9.72 -6.63  -0.01
H: -20.02 -9.16 -5.42  0.03
O: -22.35 -8.06 -8.19  -0.01
H: -22.98 -8.56 -7.67  0.07
H: -22.21 -7.25 -7.70  0.06
O: -21.35 -7.69 -10.60  -0.01
H: -21.75 -7.96 -9.78  0.01
H: -22.06 -7.28 -11.10  0.07
O: -19.16 -8.71 -9.16  0.01
H: -18.49 -9.16 -8.65  0.10
H: -19.96 -9.22 -9.01  0.04
O: -16.24 -8.89 -14.89  -0.06
H: -16.38 -8.01 -15.26  0.02
H: -16.45 -8.79 -13.96  0.00
O: -19.74 -5.85 -9.23  -0.02
H: -20.31 -5.12 -9.00  0.03
H: -18.98 -5.76 -8.65  0.05
O: -18.79 -8.75 -11.94  0.00
H: -18.46 -9.64 -11.77  0.09
H: -19.17 -8.80 -12.81  0.05
O: -19.81 -5.33 -14.98  -0.03
H: -20.51 -5.12 -15.60  0.04
H: -19.30 -6.01 -15.41  0.03
O: -17.52 -6.42 -10.54  -0.01
H: -17.14 -5.69 -11.04  0.06
H: -16.95 -6.50 -9.77  0.03

HOMO-LUMO gap: 8.51 eV
Net charge: -4
Highest occupied orbital energy: -1.06 eV

=====

Molecular formula: ClF3O4Sr4
Method: DFT, ωB97M-V/def2-TZVPD

Each line ends with the Löwdin charge.
Element x y z (Å)
Sr: -1.61 2.05 1.67  1.97
Sr: -1.27 -1.16 1.29  1.94
Sr: -0.26 1.38 -0.90  1.91
Sr: 1.65 1.43 1.57  1.99
F: -0.24 0.61 1.00  -1.29
F: 1.48 0.81 -0.30  -0.85
F: 0.13 2.76 0.71  -0.88
Cl: 0.04 -1.62 -0.99  0.57
O: 1.07 -1.36 -1.93  -0.15
O: -0.53 -2.89 -1.04  -0.13
O: 0.56 -1.23 0.27  -0.60
O: -1.01 -0.78 -1.37  -0.48

HOMO-LUMO gap: 7.18 eV
Net charge: +4
Relative energy (zero: lowest compared OMol25 entry of this formula, charge and spin): 299.52 kcal per mole
Highest occupied orbital energy: -24.90 eV

=====

Molecular formula: ClF3Si
Method: DFT, ωB97M-V/def2-TZVPD

Each line ends with the Löwdin charge.
Element x y z (Å)
F: 3.37 0.18 -0.15  -0.66
F: -2.08 -1.21 0.18  -0.14
F: -1.53 1.20 -0.46  -0.14
Si: -0.91 -0.09 0.27  0.41
Cl: 1.15 -0.08 0.15  0.53

HOMO-LUMO gap (spin up / spin down): 6.32 / 6.31 eV
Relative energy (zero: lowest compared OMol25 entry of this formula, charge and spin): 155.65 kcal per mole
Highest occupied orbital energy (spin up / spin down): -9.93 / -9.92 eV

=====

Molecular formula: ClFH2Si
Method: DFT, ωB97M-V/def2-TZVPD

Each line ends with the Löwdin charge.
Element x y z (Å)
F: -1.89 -1.35 0.24  -0.44
Si: -0.88 -2.18 -0.77  0.67
Cl: 0.73 2.45 0.76  0.18
H: 0.06 -1.15 -0.51  -0.22
H: 1.98 2.23 0.28  -0.18

HOMO-LUMO gap: 8.61 eV
Relative energy (zero: lowest compared OMol25 entry of this formula, charge and spin): 77.90 kcal per mole
Highest occupied orbital energy: -9.26 eV

=====

Molecular formula: ClFH2Si
Method: DFT, ωB97M-V/def2-TZVPD

Each line ends with the Löwdin charge.
Element x y z (Å)
F: -2.44 0.21 0.43  -0.31
Si: -1.14 -0.03 -0.51  0.07
Cl: -1.70 0.79 -2.22  0.26
H: -1.27 -1.50 -0.60  -0.07
H: 1.01 1.78 -0.43  0.05

HOMO-LUMO gap (spin up / spin down): 9.35 / 8.13 eV
Relative energy (zero: lowest compared OMol25 entry of this formula, charge and spin): 95.33 kcal per mole
Highest occupied orbital energy (spin up / spin down): -10.96 / -9.15 eV

=====

Molecular formula: ClFI2Zn
Method: DFT, ωB97M-V/def2-TZVPD

Each line ends with the Löwdin charge.
Element x y z (Å)
Zn: -0.05 0.11 -0.22  -0.05
I: 2.37 -0.27 -1.49  -0.35
I: -0.18 2.14 1.92  -0.47
F: -1.74 -0.11 -1.35  -0.69
Cl: -0.40 -1.87 1.13  -0.44

HOMO-LUMO gap: 6.95 eV
Net charge: -2
Relative energy (zero: lowest compared OMol25 entry of this formula, charge and spin): 0.00 kcal per mole
Highest occupied orbital energy: -1.77 eV

=====

Molecular formula: ClFO4Sr2
Method: DFT, ωB97M-V/def2-TZVPD

Each line ends with the Löwdin charge.
Element x y z (Å)
Sr: 0.50 -2.73 -3.25  1.73
Sr: 0.71 5.76 1.51  1.97
F: -2.91 -3.00 -2.21  -0.76
Cl: 0.44 0.02 0.89  0.63
O: 0.52 1.38 1.30  -0.41
O: -0.39 0.12 -0.34  -0.47
O: 1.62 -0.81 0.51  -0.39
O: -0.49 -0.74 1.59  -0.30

HOMO-LUMO gap: 1.64 eV
Net charge: +2
Relative energy (zero: lowest compared OMol25 entry of this formula, charge and spin): 192.69 kcal per mole
Highest occupied orbital energy: -12.22 eV

=====

For each record above, in turn, the calculated energy values are -3434.56483, -7185.61626, -1181.66637, -1049.28378, -850.72553, -850.69777, -2934.98892, -921.33658 Eh.